Here is the ion C5H8NS with charge +1 from the OMol25 dataset. Energies are from ωB97M-V with the def2-TZVPD basis set.

Atoms and positions in Å:
1 S 2.00758 -0.67859 0.16027
2 N -1.68577 -0.62171 0.30569
3 C 0.55791 -1.59381 -0.25157
4 C -0.81497 -1.67139 -0.13724
5 C 0.11469 1.12530 -0.34326
6 C 1.73724 1.22921 0.22280
7 C -1.12645 0.58589 0.36828
8 H 0.13765 0.50599 -1.16265
9 H -1.47482 -2.41721 -0.42320
10 H -2.54577 -0.71495 0.81030
11 H 1.76977 1.71523 1.15814
12 H 0.80898 -2.60135 -0.61222
13 H 2.47429 1.63799 -0.40071
14 H -0.30249 2.13583 -0.73095
15 H -1.65783 1.36356 1.03633

Values from the calculation:
- Energy relative to the best compared isomer or geometry (same formula, charge and spin): 2.904 eV
- Frontier orbital gap (alpha / beta): 7.95 / 7.95 eV
- Total charge: +1
- SMILES: C1=CSCCC=[NH+]1



Here is a structure of composition C52H44Cl6FN4NaP from the OMol25 dataset. Energies are from ωB97M-V with the def2-TZVPD basis set.

Atoms and positions in Å:
1 Cl -6.52625 2.35128 -0.80011
2 Cl -0.50727 2.00578 -2.28071
3 Cl -4.83591 -0.06483 0.13828
4 Cl 0.99577 0.99812 3.11526
5 Cl -2.20670 4.43347 -3.25542
6 Cl -5.22548 4.59639 -2.52347
7 P 1.27981 2.50665 0.34417
8 Na -0.79724 -0.34227 -0.18644
9 F 1.88399 -0.42904 0.31462
10 N -2.05556 -1.62772 4.13876
11 N -1.86376 0.04322 2.46010
12 N 0.29476 -2.09711 -1.12527
13 N -0.18119 -2.29297 2.86555
14 C -4.84732 2.24512 -1.21974
15 C 3.47987 4.50258 -2.57060
16 C -1.61602 -3.14062 -4.12139
17 C 2.45118 1.88366 2.84347
18 C 3.77962 2.13804 -2.83859
19 C 2.24050 -3.56449 -1.49985
20 C -3.05027 -3.20291 0.80887
21 C 0.70415 -2.14357 -4.07298
22 C -3.99894 1.40673 3.60391
23 C -1.35863 6.14206 1.46833
24 C -2.70083 1.02337 -1.10390
25 C 2.60984 2.60217 1.64999
26 C -2.78857 -3.80611 -2.15179
27 C -0.25643 4.81488 -0.20686
28 C -0.72401 5.40361 2.45630
29 C -2.46560 -0.43672 3.54026
30 C 3.78101 -1.76094 -0.06071
31 C 3.79627 3.31580 1.48830
32 C 4.60206 2.58560 3.62799
33 C 2.93375 1.91434 -1.76323
34 C 4.38957 -2.88809 -0.60899
35 C -1.73632 -3.36149 -1.36553
36 C 0.14017 4.37444 2.11584
37 C -0.52892 -2.70103 -3.37699
38 C -4.05548 1.17371 -0.81390
39 C -3.54105 0.22798 4.15223
40 C 4.77853 3.31821 2.46618
41 C 0.38202 4.05783 0.77687
42 C 2.64310 4.27832 -1.48630
43 C 2.35036 2.97966 -1.07722
44 C 0.82173 -2.56894 -5.53702
45 C -2.92335 3.17473 -2.30380
46 C 0.97566 -4.32102 3.40149
47 C -4.27227 3.26056 -1.97875
48 C 4.04144 3.43496 -3.25582
49 C -2.19224 2.07512 -1.85901
50 C -1.10425 5.85734 0.13564
51 C -0.92749 -3.65871 4.67916
52 C -1.02672 -2.52233 3.85922
53 C 3.59248 -3.78247 -1.31671
54 C -2.75178 -3.66836 -3.52766
55 C -3.36112 1.91954 2.48413
56 C 2.44341 -1.54571 -0.27005
57 C -1.45969 -5.10234 0.38748
58 C 0.08834 -4.56016 4.44266
59 C 0.74181 -0.61849 -3.96913
60 C -2.29945 1.20432 1.96900
61 C 1.58558 -2.39752 -1.00935
62 C -1.74460 -3.61677 0.13044
63 C 0.79302 -3.17506 2.64898
64 C 3.43622 1.86700 3.82051
65 C -0.60861 -2.74315 -1.95971
66 H -2.63667 -1.90586 4.90853
67 H 0.62220 3.81397 2.90460
68 H 1.63072 -4.30512 -2.00547
69 H 5.44776 -3.06198 -0.46860
70 H 3.69819 5.51819 -2.87845
71 H 5.37372 2.57093 4.38746
72 H -0.50693 -5.38775 -0.06298
73 H -0.09890 4.57908 -1.24980
74 H -3.87157 -3.85881 0.50899
75 H -0.90787 5.62486 3.50072
76 H -1.41985 -5.31721 1.45944
77 H -4.84359 1.92029 4.04499
78 H 1.62157 -0.21093 -4.47583
79 H 1.58216 -2.52815 -3.55397
80 H 2.21981 5.12405 -0.95987
81 H -3.64683 -4.27582 -1.68375
82 H -0.14949 -0.17872 -4.42087
83 H -1.58895 -3.07510 -5.20190
84 H -1.57641 6.43952 -0.64628
85 H -3.31351 -2.18297 0.53743
86 H 0.72193 -3.65083 -5.64498
87 H 0.78323 -0.32163 -2.92381
88 H 1.79975 -2.27746 -5.92535
89 H 3.96531 3.87334 0.57811
90 H 4.22935 1.29609 -3.34993
91 H 3.28625 1.28044 4.71730
92 H 0.19023 -5.44265 5.06168
93 H -2.24716 -5.71318 -0.06153
94 H -3.68659 2.83477 2.00844
95 H -0.93453 -3.03697 0.56610
96 H -4.00782 -0.20026 5.03151
97 H -1.64443 -3.82333 5.47507
98 H 0.06331 -2.08338 -6.15481
99 H 1.77722 -5.00926 3.17226
100 H 4.68054 3.61049 -4.11236
101 H -3.59296 -3.98118 -4.13436
102 H 1.45297 -2.94466 1.82120
103 H 4.04468 -4.67563 -1.73482
104 H 5.68904 3.88478 2.31682
105 H -1.76009 1.57750 1.10832
106 H 2.71962 0.89832 -1.45650
107 H -2.05157 6.93106 1.73291
108 H -2.94760 -3.26116 1.89565
109 H 4.33704 -1.04334 0.53169

Values from the calculation:
- Energy relative to the best compared isomer or geometry (same formula, charge and spin): 0.000 eV
- Frontier orbital gap: 5.83 eV
- Total charge: -1



Here is the molecule C3H5N3S from the OMol25 dataset. Energies are from ωB97M-V with the def2-TZVPD basis set.

Atoms and positions in Å:
1 S 2.23276 0.09765 -0.51407
2 N -2.09173 -0.51282 -0.28880
3 N -0.96627 -1.15080 -0.02507
4 N -2.05897 0.74533 -0.30174
5 C -0.90474 1.19431 0.31071
6 C -0.24838 -0.01115 0.56415
7 C 1.15574 -0.31405 1.00735
8 H -0.71050 2.31087 0.25263
9 H -2.77420 -1.27799 -0.83819
10 H 1.54413 0.27925 1.89294
11 H 0.95543 -0.35161 -1.48477
12 H 1.06397 -1.30950 1.41849

Values from the calculation:
- Energy relative to the best compared isomer or geometry (same formula, charge and spin): 3.998 eV
- Frontier orbital gap: 9.57 eV
- SMILES: SCc1cn[nH]n1



Here is a structure of composition C23H55N3OP4SeSn from the OMol25 dataset. Energies are from ωB97M-V with the def2-TZVPD basis set.

Atoms and positions in Å:
1 Sn 0.02616 0.08476 0.04144
2 Se -0.98170 0.74768 -2.47899
3 P 0.11768 2.68326 0.47735
4 P -0.64924 -4.02557 1.00632
5 P 2.00536 -0.27843 2.00846
6 P -2.68497 0.11834 1.04309
7 O 0.15918 -2.78878 0.80382
8 N -0.90384 -4.49859 2.58913
9 N -2.13615 -3.74049 0.25151
10 N 0.08879 -5.35334 0.34037
11 C 2.73387 -1.94266 2.00815
12 C 1.02392 -5.20575 -0.77845
13 C -2.88353 1.28298 2.44852
14 C -3.10394 -4.83914 0.25536
15 C -1.97056 -3.23733 -1.13160
16 C 5.19326 2.55937 -7.23143
17 C -1.30230 3.63335 -0.16088
18 C -0.42627 -6.71098 0.50344
19 C 1.72799 1.00516 -3.50913
20 C 3.47738 0.79434 2.12917
21 C 0.96006 2.71872 -5.57998
22 C 0.29638 3.23761 2.20844
23 C 1.30016 -0.17557 3.68665
24 C -3.87866 0.87235 -0.13601
25 C -3.66241 -1.31951 1.65966
26 C 6.35983 2.28717 -6.63140
27 C -1.51024 -3.53443 3.52028
28 C 0.37779 1.37850 -3.63207
29 C 1.54520 3.40410 -0.39647
30 C 0.00305 2.24161 -4.69032
31 C 0.17760 -5.25511 3.24123
32 C 2.67990 1.48198 -4.40828
33 C 2.30224 2.35115 -5.43805
34 H 0.27987 4.33755 2.21940
35 H 3.08834 -2.18142 0.99983
36 H -2.24903 3.29857 0.28389
37 H 0.41473 -7.37334 0.75059
38 H 3.06238 2.72368 -6.12497
39 H 1.65025 4.45198 -0.07770
40 H -1.04321 2.52898 -4.79317
41 H -2.96644 -3.19694 -1.58366
42 H -2.80921 2.32019 2.10066
43 H -3.59373 1.91074 -0.32523
44 H 4.09164 0.66969 1.22670
45 H -3.32528 -5.20040 1.26225
46 H 1.38931 -0.65366 -0.87297
47 H -2.10586 1.07436 3.19446
48 H -1.54108 -2.23241 -1.12202
49 H -2.51265 -3.86000 3.81849
50 H -0.21196 -6.20965 3.60806
51 H 3.72248 1.17654 -4.31251
52 H 0.47344 -0.89001 3.79719
53 H 0.55833 -5.44369 -1.74831
54 H -0.87858 -7.08957 -0.42273
55 H 1.00001 -5.46238 2.54627
56 H -2.76252 -5.68754 -0.35782
57 H 3.19278 1.84945 2.22578
58 H 3.56633 -1.95402 2.72736
59 H 2.01683 0.33432 -2.70081
60 H -3.42635 -2.20598 1.05760
61 H -1.35675 3.51602 -1.25325
62 H -4.02088 -4.45134 -0.20006
63 H 1.86389 -5.89838 -0.62647
64 H 0.57664 -4.69247 4.09685
65 H -0.53454 2.86796 2.82704
66 H -4.88723 0.84478 0.30097
67 H 1.24506 2.89394 2.64477
68 H 1.96820 -2.67881 2.28028
69 H -1.32601 -3.89143 -1.74396
70 H -4.74087 -1.11467 1.57784
71 H -1.59261 -2.53517 3.07794
72 H 1.41675 -4.18511 -0.81557
73 H -3.87185 1.12479 2.90482
74 H -3.86775 0.32625 -1.08706
75 H 6.90906 3.05324 -6.07528
76 H 2.46439 2.85419 -0.15170
77 H 4.07494 0.50055 3.00281
78 H 0.92758 0.83612 3.89638
79 H 2.09824 -0.43183 4.39656
80 H 4.75124 3.56087 -7.19359
81 H -1.14224 4.69233 0.09574
82 H -0.87894 -3.46006 4.41651
83 H 0.65598 3.38340 -6.39331
84 H 6.82423 1.29913 -6.70726
85 H -3.40579 -1.55796 2.69575
86 H 1.38238 3.36027 -1.48280
87 H 4.66416 1.80353 -7.82215
88 H -1.15838 -6.78131 1.31203

Values from the calculation:
- Frontier orbital gap (alpha / beta): 3.67 / 1.63 eV
- Total charge: +4



The records above give, respectively, electronic energy values of -17630.0270; -152160.0363; -18493.9003; -139553.4822 eV.
The records above give, respectively, maximum force values of 5.98; 0.82; 6.16; 4.26 eV/A.